(1)
{
  "formula": "C16H28N4O5",
  "method": "ωB97M-V/def2-TZVPD",
  "species": ["C", "C", "O", "N", "C", "C", "C", "C", "C", "N", "C", "N", "C", "C", "C", "N", "O", "C", "C", "C", "O", "O", "H", "H", "H", "H", "H", "H", "H", "H", "H", "H", "H", "H", "H", "H", "H", "H", "H", "H", "H", "H", "H", "H", "C", "C", "O", "H", "H", "H", "H", "H", "H"],
  "coordinates": [[-0.54682, 2.11780, 0.27269], [0.07349, 1.56528, -1.05933], [1.23466, 1.20404, -1.01399], [-0.64987, 1.46029, -2.32832], [-1.20110, 2.79537, -2.72659], [-1.85233, 0.58731, -2.17080], [-1.42650, -0.92462, -1.94408], [-1.82534, -1.32816, -0.46352], [-1.18650, -2.74897, -0.13708], [0.13240, -2.62825, 0.51502], [1.33639, -2.98467, -0.05718], [2.36185, -2.70604, 0.79667], [3.81905, -2.87203, 0.62390], [4.32365, -4.36202, 0.71649], [3.77694, -5.16107, 1.95334], [2.53204, -5.91770, 1.97941], [4.46380, -5.18084, 2.95336], [1.84426, -2.14656, 1.99532], [0.40565, -2.09658, 1.79501], [-0.63762, -1.51188, 2.82044], [-0.25042, -0.69664, 3.66220], [-1.88187, -1.88404, 2.70713], [-0.67530, 3.23889, 0.19400], [-1.54100, 1.67686, 0.54464], [0.15849, 1.92570, 1.12182], [-1.91244, 3.21827, -1.96736], [-0.35313, 3.52987, -2.84864], [-1.73206, 2.68478, -3.71166], [-2.50962, 0.90392, -1.30873], [-2.47047, 0.64816, -3.10777], [-1.97386, -1.62610, -2.64258], [-0.32130, -1.08536, -2.06388], [-1.54578, -0.54218, 0.28054], [-2.94752, -1.46185, -0.45131], [-1.88452, -3.32431, 0.52157], [-1.00983, -3.24816, -1.13587], [1.40145, -3.43130, -1.07119], [4.05746, -2.51548, -0.42232], [4.33971, -2.22668, 1.37110], [5.44731, -4.31929, 0.82620], [4.12962, -4.91739, -0.24429], [1.76245, -5.26991, 2.17962], [2.39297, -6.38520, 1.07525], [2.40198, -1.80492, 2.89762], [-1.88493, 7.06390, 0.62214], [-2.33988, 6.71144, -0.78082], [-2.48366, 5.30006, -0.91713], [-0.93329, 6.57858, 0.84905], [-1.76546, 8.14340, 0.73460], [-2.60788, 6.71191, 1.36304], [-1.60604, 7.04501, -1.51548], [-3.29883, 7.18681, -1.01005], [-3.14047, 5.01052, -0.27217]],
  "atomic_forces_ev_per_a": [[-0.256, 0.502, -0.122], [1.031, -0.284, 0.935], [-1.110, 0.212, -0.341], [-1.584, 0.686, 0.555], [0.480, 0.619, -0.064], [0.264, -1.300, -0.294], [-0.540, 0.185, 1.059], [-0.047, -0.955, -0.876], [-0.949, 0.710, -0.465], [2.604, 0.030, 0.919], [-0.691, 0.412, 0.645], [-1.084, 0.530, 1.286], [0.423, -0.576, -1.365], [0.126, -0.332, -0.222], [0.905, -0.259, 1.100], [0.758, 0.801, -1.107], [-0.658, 0.444, -0.916], [-3.549, -0.355, -1.600], [2.282, 0.038, 0.488], [-3.951, 0.043, 0.581], [1.463, -0.541, -0.816], [3.307, -0.135, -1.065], [0.018, -1.151, -0.051], [0.822, 0.420, -0.408], [-0.559, 0.009, -0.974], [0.531, -0.340, -0.687], [-0.886, -0.751, 0.078], [0.590, 0.080, 0.977], [0.522, -0.149, -0.808], [0.724, 0.179, 0.852], [0.665, 0.837, 0.618], [-0.927, 0.445, -0.151], [-0.188, -0.883, -0.523], [1.205, 0.240, 0.289], [0.913, 0.436, -0.489], [-0.191, 0.215, 1.233], [0.177, 0.502, 1.033], [-0.065, -0.167, 1.272], [-0.628, -0.561, -0.619], [-1.263, -0.053, -0.001], [-0.100, 0.591, 0.890], [0.116, -0.452, -0.055], [-0.299, 0.504, 0.386], [-0.385, -0.440, -1.241], [0.087, 0.049, 0.037], [-0.180, -0.077, 0.367], [0.039, -0.104, -0.124], [-0.011, 0.067, -0.073], [-0.019, -0.039, 0.051], [-0.039, 0.106, -0.031], [-0.059, -0.180, -0.045], [0.082, 0.157, -0.036], [0.085, 0.037, -0.082]],
  "lowdin_charge": [0.0014, -0.4472, 0.0728, -0.1365, -0.0880, -0.2012, -0.1694, -0.1607, -0.1134, 0.0030, -0.0108, -0.0749, -0.1100, -0.0894, -0.4632, 0.1031, 0.0882, 0.0736, -0.0249, -0.6425, -0.0131, -0.0901, 0.0806, 0.0762, 0.0940, 0.0661, 0.1039, 0.0944, 0.1160, 0.1224, 0.1147, 0.1074, 0.0959, 0.1307, 0.1316, 0.1255, 0.1666, 0.1414, 0.1412, 0.1291, 0.1166, 0.0835, 0.0819, 0.1553, -0.0927, -0.3139, -0.1072, 0.0758, 0.0744, 0.0737, 0.1131, 0.1083, 0.0864],
  "lumo_ha": 0.000,
  "e_tot_ev": -33241.278,
  "de_lowest_ev": 6.118,
  "orbital_gap_ha": 0.29607,
  "molar_mass_g_mol": 356.42
}

(2)
{
  "formula": "C34H32Br2MgN7O6S2",
  "method": "ωB97M-V/def2-TZVPD",
  "species": ["Mg", "C", "C", "C", "C", "C", "C", "C", "S", "O", "O", "N", "C", "C", "C", "C", "C", "C", "C", "C", "N", "C", "H", "H", "H", "H", "H", "H", "H", "H", "H", "H", "H", "H", "H", "Br", "C", "C", "C", "N", "C", "C", "C", "C", "C", "Br", "C", "C", "N", "H", "H", "H", "H", "H", "H", "C", "C", "S", "O", "O", "C", "C", "N", "C", "N", "C", "C", "N", "O", "O", "C", "H", "H", "H", "H", "H", "H", "H", "H", "H", "H", "H", "H", "H"],
  "coordinates": [[-0.16487, 0.97965, -0.74810], [5.46001, -2.32442, -5.38948], [4.72388, -1.58663, -4.30770], [3.36612, -1.29699, -4.44502], [2.68337, -0.58672, -3.47456], [3.36278, -0.16664, -2.33777], [4.71446, -0.43852, -2.17775], [5.38233, -1.14889, -3.16439], [2.53024, 0.71079, -1.06471], [3.54987, 1.30446, -0.24328], [1.61680, -0.25044, -0.40378], [1.48328, 1.70774, -1.69127], [1.80084, 3.07234, -1.83346], [2.91935, 3.57560, -2.42710], [3.13557, 4.97354, -2.49642], [2.23453, 5.85016, -1.97325], [1.06248, 5.35516, -1.34326], [0.10745, 6.19806, -0.73428], [-0.97260, 5.65378, -0.10195], [-1.10834, 4.25294, -0.10023], [-0.26086, 3.43311, -0.67265], [0.84104, 3.96890, -1.28278], [4.80580, -3.02619, -5.90541], [6.30722, -2.87702, -4.98601], [5.84753, -1.62982, -6.13719], [2.84194, -1.62625, -5.33406], [1.63473, -0.34932, -3.60782], [5.23207, -0.09535, -1.29412], [6.43654, -1.36393, -3.04100], [3.65923, 2.90407, -2.84372], [4.03563, 5.34212, -2.96934], [2.40243, 6.91779, -2.01838], [0.25030, 7.27132, -0.76130], [-1.71372, 6.26691, 0.39006], [-1.95776, 3.79654, 0.40092], [-6.82660, 0.93495, -1.97966], [-4.96229, 0.95357, -1.86096], [-4.25683, 2.12745, -2.06555], [-2.88340, 2.08002, -1.93179], [-2.19926, 0.97104, -1.62902], [-2.89558, -0.16687, -1.48341], [-4.27510, -0.21651, -1.58109], [-2.07412, -1.40302, -1.26309], [-2.64573, -2.61897, -0.92533], [-1.81423, -3.72619, -0.85911], [-2.51554, -5.39520, -0.38422], [-0.46634, -3.59510, -1.14747], [0.01592, -2.32688, -1.42572], [-0.75967, -1.24497, -1.46822], [-4.74892, 3.05338, -2.32240], [-2.29106, 2.97264, -2.07701], [-4.81546, -1.14184, -1.46171], [-3.69721, -2.71456, -0.70497], [0.20157, -4.44315, -1.13022], [1.07109, -2.16311, -1.59280], [-2.64273, -5.72142, 5.02637], [-1.60418, -4.72004, 4.54011], [-2.28928, -3.09575, 4.38827], [-2.87131, -2.96149, 3.06853], [-3.09348, -2.80038, 5.54724], [-0.88133, -2.02871, 4.42608], [-1.35511, -0.56900, 4.46806], [-0.69924, 0.22375, 3.42177], [-1.25495, 0.47045, 2.21566], [-0.40967, 1.11027, 1.41398], [0.74326, 1.30932, 2.14087], [0.56275, 0.78171, 3.37087], [1.52526, 0.68910, 4.43930], [2.51393, 1.37806, 4.34440], [1.28032, -0.09448, 5.34495], [-2.65562, 0.11097, 1.86911], [-2.17600, -6.70384, 5.07859], [-3.48751, -5.78273, 4.34184], [-3.01501, -5.45415, 6.01218], [-1.23050, -4.97286, 3.54685], [-0.76092, -4.64721, 5.22757], [-0.33290, -2.22922, 3.50425], [-0.24699, -2.26592, 5.27560], [-1.16763, -0.12848, 5.44000], [-2.42057, -0.48568, 4.26803], [1.62791, 1.78198, 1.74616], [-3.35484, 0.52000, 2.60033], [-2.81187, -0.96903, 1.84128], [-2.90276, 0.55025, 0.90601]],
  "atomic_forces_ev_per_a": [[-0.266, 0.047, -0.142], [0.018, -0.043, -0.011], [-0.034, 0.012, -0.039], [-0.013, -0.011, -0.047], [-0.035, -0.021, 0.001], [0.154, -0.043, -0.078], [-0.025, -0.081, -0.099], [0.023, 0.019, 0.054], [0.237, -0.180, 0.202], [-0.209, 0.069, 0.058], [0.193, 0.087, 0.067], [0.272, 0.463, -0.211], [-0.296, -0.350, 0.013], [0.232, 0.207, -0.137], [-0.010, -0.140, 0.009], [-0.107, -0.059, 0.053], [0.107, 0.277, -0.047], [0.023, 0.028, -0.005], [-0.016, -0.126, -0.014], [-0.104, 0.060, 0.109], [0.234, -0.195, -0.071], [-0.167, -0.070, 0.075], [-0.006, -0.003, 0.006], [0.000, 0.001, 0.008], [-0.008, 0.029, 0.014], [-0.009, 0.006, -0.001], [-0.005, 0.025, 0.038], [-0.006, 0.025, 0.028], [0.004, 0.001, -0.001], [-0.015, -0.026, 0.010], [0.010, -0.015, -0.009], [-0.015, 0.017, 0.007], [0.021, 0.002, -0.016], [-0.004, 0.002, 0.006], [-0.001, -0.003, -0.007], [-0.101, -0.002, -0.016], [0.058, 0.023, 0.001], [0.024, -0.049, -0.023], [0.209, 0.049, -0.054], [-0.299, 0.178, 0.255], [0.310, -0.344, -0.035], [-0.034, 0.054, -0.060], [-0.087, 0.226, -0.158], [0.084, -0.005, -0.002], [0.083, 0.039, -0.016], [-0.058, -0.085, 0.032], [-0.071, 0.063, -0.002], [0.061, 0.003, 0.079], [-0.248, 0.143, 0.276], [-0.034, -0.004, 0.015], [-0.009, 0.004, 0.029], [-0.004, -0.028, -0.010], [-0.018, -0.027, 0.007], [-0.009, -0.021, 0.000], [-0.008, -0.005, 0.005], [-0.016, -0.023, -0.050], [0.138, -0.210, -0.068], [-0.426, -0.083, 0.144], [-0.068, 0.041, 0.028], [0.066, 0.006, -0.141], [0.291, 0.241, -0.109], [0.124, 0.115, -0.135], [-0.238, 0.136, -0.118], [-0.041, -0.031, 0.081], [0.152, -0.268, 0.018], [-0.149, 0.107, -0.254], [0.199, -0.242, 0.332], [-0.006, -0.025, -0.065], [-0.125, -0.066, -0.006], [-0.014, 0.099, -0.085], [-0.052, 0.049, -0.024], [-0.031, -0.009, 0.024], [0.003, 0.024, -0.018], [0.013, 0.022, 0.011], [0.041, 0.004, 0.027], [-0.025, -0.009, 0.058], [0.073, 0.020, 0.054], [-0.046, -0.031, 0.060], [0.064, 0.029, -0.021], [-0.034, -0.118, 0.078], [0.000, 0.009, -0.028], [0.020, 0.010, 0.018], [0.035, -0.003, 0.002], [0.027, -0.014, 0.042]],
  "lowdin_charge": [0.6793, -0.0420, -0.2602, -0.0303, -0.0621, -0.2897, -0.0380, -0.0221, 0.6055, -0.2687, -0.3782, -0.1885, -0.2569, 0.0012, -0.0490, -0.0284, -0.1444, 0.0082, -0.0368, -0.1426, 0.0670, -0.1487, 0.0806, 0.0813, 0.0908, 0.1180, 0.1130, 0.1158, 0.1202, 0.1206, 0.1127, 0.1166, 0.1256, 0.1096, 0.1129, 0.8453, -0.6695, -0.0702, -0.0921, 0.0682, -0.2185, -0.0447, -0.2044, -0.0463, -0.6686, 0.8262, -0.0661, -0.0868, 0.0880, 0.1164, 0.1100, 0.1101, 0.1103, 0.1143, 0.1069, -0.1034, -0.2990, 0.6376, -0.3313, -0.2867, -0.2100, -0.1118, 0.0595, -0.2851, 0.0750, 0.0009, -0.1162, -0.3228, 0.1317, 0.0882, 0.0345, 0.0841, 0.0846, 0.0803, 0.1040, 0.1065, 0.1221, 0.1077, 0.1357, 0.1118, 0.1323, 0.1070, 0.0747, 0.0673],
  "lumo_ha": -0.122,
  "e_tot_ev": -225690.211,
  "total_charge": 1,
  "orbital_gap_ha": 0.26534,
  "molar_mass_g_mol": 882.92
}

(3)
{
  "formula": "C2H4BrFO",
  "method": "ωB97M-V/def2-TZVPD",
  "species": ["C", "C", "O", "F", "Br", "H", "H", "H", "H"],
  "coordinates": [[-0.37166, 0.55348, 0.41915], [1.11145, -0.78100, -0.03674], [0.84658, -1.31913, -1.18448], [1.31827, -1.70125, 0.92072], [2.80012, 0.45544, 0.02230], [-1.26954, -0.10962, 0.45402], [0.07664, 1.09595, 1.19883], [-0.15093, 1.22809, -0.49938], [1.25188, -2.29352, -1.31898]],
  "atomic_forces_ev_per_a": [[3.275, -2.441, -4.076], [-1.812, 3.567, 2.393], [0.791, -3.408, -2.007], [-0.081, 0.019, 0.067], [-0.688, -0.743, -0.211], [0.778, 1.153, 0.186], [-0.082, 0.085, 1.663], [-1.169, -1.449, 1.257], [-1.012, 3.217, 0.728]],
  "lowdin_charge": [0.0428, -0.8523, -0.0164, -0.0092, 0.5056, 0.0577, -0.0063, 0.0667, 0.2114],
  "lumo_ha": 0.013,
  "e_tot_ev": -76944.083,
  "de_lowest_ev": 2.447,
  "orbital_gap_ha": 0.36523,
  "molar_mass_g_mol": 142.96
}

(4)
{
  "formula": "C8H10N2P",
  "method": "ωB97M-V/def2-TZVPD",
  "species": ["C", "C", "C", "C", "C", "C", "C", "C", "N", "N", "P", "H", "H", "H", "H", "H", "H", "H", "H", "H", "H"],
  "coordinates": [[-1.78000, 2.29622, 0.26322], [-0.50197, 2.98178, 0.06641], [-1.87434, 0.90791, 0.33156], [0.68552, 2.26928, -0.00363], [0.90646, -1.22578, -0.12323], [-0.66922, 0.26441, 0.05705], [0.55911, 0.91653, 0.06138], [-1.26186, -2.32150, 0.07828], [-0.39058, -1.09420, -0.06917], [1.51408, -0.03828, -0.07926], [3.72270, 0.33883, 0.14731], [-2.78975, 2.85838, 0.40482], [-0.33718, 4.03634, 0.17202], [-2.73716, 0.30424, 0.37005], [1.61946, 2.78621, -0.08568], [1.33432, -2.22632, -0.08267], [-1.71197, -2.13736, 1.07262], [-1.94661, -2.24020, -0.79583], [-0.52612, -3.17694, 0.13987], [3.65225, -0.24762, 1.34359], [3.45024, 1.57181, 0.64222]],
  "atomic_forces_ev_per_a": [[-1.168, 1.289, 0.439], [-0.750, -1.303, 0.982], [1.813, 1.149, -1.492], [-1.384, 1.304, 0.228], [1.551, -0.022, 0.209], [-0.570, -0.497, 0.949], [-0.152, -0.866, -1.030], [0.903, 1.812, 0.205], [-0.657, -0.695, 0.351], [3.919, -1.003, 0.390], [-2.514, -1.061, -2.809], [2.267, -0.686, -0.302], [-0.835, 0.483, -0.320], [-1.234, -0.039, 0.290], [0.352, 0.085, -0.005], [0.383, 0.573, -0.302], [-0.367, -0.713, -0.730], [0.260, -0.924, 0.937], [-1.385, 0.741, -0.424], [-0.085, -0.835, 1.882], [-0.347, 1.210, 0.554]],
  "lowdin_charge": [-0.0314, -0.0289, 0.0055, -0.0277, -0.1148, -0.1524, -0.2620, 0.0590, -0.0536, -0.0398, 1.0182, 0.1454, 0.1048, 0.1055, 0.1000, 0.1563, 0.1094, 0.1168, 0.1113, -0.1620, -0.1596],
  "lumo_ha": -0.178,
  "e_tot_ev": -20719.021,
  "de_lowest_ev": 0.955,
  "total_charge": 1,
  "orbital_gap_ha": 0.28849,
  "molar_mass_g_mol": 165.16
}